## one
{"formula": "C22H24N2O5", "method": "wB97M-V/def2-TZVPD", "elements": ["C", "H", "H", "H", "C", "C", "C", "C", "C", "C", "C", "H", "H", "C", "O", "C", "H", "H", "O", "C", "O", "C", "N", "C", "O", "C", "N", "C", "O", "C", "C", "C", "C", "C", "C", "C", "H", "H", "H", "H", "H", "H", "H", "H", "H", "H", "H", "H", "H", "H", "H", "H", "H"], "positions_angstrom": [[1.955, -2.161, 2.826], [1.776, -3.160, 3.217], [2.459, -1.573, 3.589], [2.611, -2.241, 1.962], [0.633, -1.500, 2.429], [0.879, -0.115, 1.902], [1.331, 0.065, 0.598], [1.578, 1.326, 0.095], [1.404, 2.447, 0.905], [0.989, 2.267, 2.225], [0.715, 1.004, 2.708], [0.368, 0.886, 3.724], [0.862, 3.136, 2.852], [1.686, 3.820, 0.442], [2.228, 4.651, 1.128], [1.199, 4.178, -0.973], [1.567, 3.463, -1.715], [1.521, 5.193, -1.217], [-0.228, 4.190, -0.983], [-0.874, 3.131, -1.446], [-0.357, 2.163, -1.942], [-2.383, 3.272, -1.244], [-2.897, 2.005, -0.779], [-2.415, 1.513, 0.387], [-1.822, 2.180, 1.207], [-2.640, 0.007, 0.531], [-1.734, -0.675, -0.372], [-2.019, -0.819, -1.683], [-3.087, -0.474, -2.161], [-0.914, -1.438, -2.517], [-0.070, -2.446, -1.791], [-0.664, -3.440, -1.020], [0.112, -4.362, -0.340], [1.493, -4.311, -0.429], [2.093, -3.338, -1.209], [1.316, -2.411, -1.883], [1.791, -1.653, -2.490], [3.170, -3.296, -1.290], [2.098, -5.029, 0.104], [-0.363, -5.125, 0.260], [-1.741, -3.486, -0.952], [-1.383, -1.893, -3.394], [-0.296, -0.607, -2.869], [-0.774, -0.759, -0.071], [-2.426, -0.304, 1.554], [-3.663, -0.255, 0.255], [-3.224, 1.333, -1.469], [-2.864, 3.537, -2.186], [-2.564, 4.048, -0.496], [1.933, 1.428, -0.919], [1.505, -0.801, -0.027], [-0.023, -1.454, 3.300], [0.151, -2.117, 1.666]], "nbo_charge": [-0.593, 0.208, 0.208, 0.207, -0.421, 0.010, -0.294, -0.097, -0.192, -0.121, -0.206, 0.212, 0.229, 0.559, -0.508, -0.175, 0.213, 0.216, -0.488, 0.806, -0.621, -0.324, -0.624, 0.673, -0.622, -0.317, -0.619, 0.709, -0.659, -0.550, 0.062, -0.242, -0.198, -0.220, -0.212, -0.241, 0.214, 0.218, 0.217, 0.216, 0.219, 0.248, 0.252, 0.424, 0.227, 0.235, 0.437, 0.234, 0.238, 0.210, 0.219, 0.209, 0.209], "smiles": "CCc1ccc(C(=O)COC(=O)CNC(=O)CNC(=O)Cc2ccccc2)cc1", "total_charge": 0, "e_homo_ev": -9.2}



## two
{"formula": "C22H24N2O5", "method": "wB97M-V/def2-TZVPD", "elements": ["O", "C", "N", "H", "C", "C", "C", "N", "C", "C", "H", "O", "C", "C", "H", "H", "H", "H", "H", "H", "H", "H", "H", "H", "H", "H", "H", "C", "O", "C", "C", "C", "C", "C", "C", "H", "H", "C", "C", "C", "C", "C", "C", "C", "O", "O", "H", "H", "H", "H", "H", "H", "H"], "positions_angstrom": [[3.222, 2.276, -3.433], [2.424, 2.772, -2.669], [1.088, 2.636, -2.760], [0.517, 3.070, -2.050], [0.462, 1.655, -3.613], [0.011, 0.416, -2.831], [-1.194, 0.710, -1.938], [-1.468, -0.346, -0.976], [-1.786, -1.619, -1.606], [-2.071, -2.665, -0.528], [-2.352, -3.616, -0.984], [-3.149, -2.280, 0.288], [-2.860, -1.054, 0.914], [-2.568, 0.046, -0.105], [-2.290, 0.960, 0.424], [-3.485, 0.242, -0.690], [-3.733, -0.796, 1.515], [-1.991, -1.178, 1.574], [-1.168, -2.804, 0.087], [-0.932, -1.950, -2.197], [-2.669, -1.531, -2.264], [-2.076, 0.908, -2.577], [-0.998, 1.611, -1.349], [0.835, 0.061, -2.210], [-0.239, -0.362, -3.553], [-0.391, 2.112, -4.122], [1.212, 1.371, -4.355], [2.860, 3.651, -1.487], [1.973, 3.578, -0.390], [1.775, 2.367, 0.202], [0.825, 2.337, 1.215], [0.529, 1.148, 1.864], [1.162, -0.051, 1.503], [2.122, 0.009, 0.492], [2.434, 1.187, -0.148], [3.186, 1.179, -0.921], [2.644, -0.887, 0.199], [0.784, -1.260, 2.209], [1.281, -2.530, 1.904], [0.871, -3.637, 2.617], [-0.044, -3.515, 3.657], [-0.552, -2.275, 3.973], [-0.151, -1.148, 3.253], [-0.760, 0.143, 3.597], [-1.568, 0.305, 4.477], [-0.400, 1.222, 2.852], [-1.272, -2.141, 4.765], [-0.356, -4.388, 4.209], [1.264, -4.610, 2.361], [1.988, -2.653, 1.099], [0.320, 3.243, 1.508], [2.850, 4.700, -1.797], [3.883, 3.382, -1.204]], "nbo_charge": [-0.620, 0.649, -0.615, 0.403, -0.223, -0.420, -0.210, -0.440, -0.256, -0.073, 0.194, -0.522, -0.068, -0.255, 0.206, 0.168, 0.199, 0.160, 0.167, 0.204, 0.168, 0.163, 0.187, 0.219, 0.208, 0.195, 0.238, -0.166, -0.494, 0.325, -0.321, 0.407, -0.188, -0.132, -0.325, 0.237, 0.215, 0.094, -0.236, -0.169, -0.224, -0.134, -0.218, 0.777, -0.558, -0.480, 0.242, 0.221, 0.218, 0.214, 0.240, 0.223, 0.206], "smiles": "O=C(COc1ccc2c(c1)oc(=O)c1ccccc12)NCCCN1CCOCC1", "total_charge": 0, "e_homo_ev": -8.5}



Result of the stability comparison: one is the most stable of them.



## one
{"formula": "CH4INO", "method": "wB97M-V/def2-TZVPD", "elements": ["C", "N", "O", "I", "H", "H", "H", "H"], "positions_angstrom": [[-1.140, -2.045, 0.127], [1.059, 1.692, -0.353], [-0.065, 1.698, 0.418], [-1.521, -0.129, -0.239], [-0.253, -2.462, -0.363], [-1.132, -2.529, 1.094], [1.185, 2.624, -0.816], [1.867, 1.151, 0.131]], "nbo_charge": [-0.681, -0.477, -0.421, 0.476, 0.181, 0.190, 0.370, 0.362], "total_charge": 0, "e_homo_ev": [-7.6, -9.0]}



## two
{"formula": "CH4INO", "method": "wB97M-V/def2-TZVPD", "elements": ["C", "N", "O", "I", "H", "H", "H", "H"], "positions_angstrom": [[0.902, 0.729, -0.090], [-0.574, -1.073, 0.399], [0.319, -0.571, -0.478], [-2.795, 0.269, -0.005], [0.912, 0.512, 1.014], [0.138, 1.553, -0.182], [1.803, 0.619, -0.697], [-0.705, -2.039, 0.039]], "nbo_charge": [-0.293, -0.241, -0.336, -0.125, 0.209, 0.221, 0.223, 0.343], "total_charge": 0, "e_homo_ev": [-9.2, -9.3]}



Result of the stability comparison: two is the most stable of them.



## one
{"formula": "C15H22N2O3S", "method": "wB97M-V/def2-TZVPD", "elements": ["C", "H", "H", "H", "O", "C", "O", "C", "N", "C", "O", "N", "C", "C", "C", "C", "C", "C", "C", "H", "H", "H", "C", "H", "H", "H", "H", "H", "H", "H", "H", "H", "C", "C", "H", "H", "S", "C", "H", "H", "H", "H", "H"], "positions_angstrom": [[-2.843, -0.986, -2.620], [-3.610, -0.224, -2.469], [-3.120, -1.915, -2.128], [-2.701, -1.141, -3.692], [-1.631, -0.559, -2.016], [-1.074, 0.530, -2.554], [-1.404, 1.019, -3.599], [0.166, 0.958, -1.761], [-0.194, 1.112, -0.372], [-1.424, 1.585, -0.036], [-2.283, 1.827, -0.864], [-1.655, 1.748, 1.304], [-0.737, 1.540, 2.356], [-0.404, 2.620, 3.168], [0.492, 2.459, 4.204], [1.066, 1.220, 4.427], [0.726, 0.126, 3.645], [-0.200, 0.272, 2.606], [-0.626, -0.926, 1.811], [-0.928, -1.726, 2.485], [-1.461, -0.690, 1.159], [0.192, -1.303, 1.198], [1.338, -1.213, 3.926], [0.577, -1.920, 4.255], [2.091, -1.133, 4.705], [1.804, -1.622, 3.031], [1.779, 1.097, 5.229], [0.751, 3.298, 4.832], [-0.853, 3.583, 2.973], [-2.472, 2.303, 1.513], [0.539, 1.102, 0.318], [0.514, 1.909, -2.194], [1.252, -0.114, -1.904], [1.763, -0.201, -3.335], [2.375, 0.666, -3.581], [0.944, -0.266, -4.050], [2.831, -1.656, -3.584], [1.553, -2.918, -3.847], [0.907, -2.982, -2.977], [0.978, -2.666, -4.734], [2.070, -3.860, -3.995], [2.086, 0.120, -1.238], [0.828, -1.072, -1.595]], "nbo_charge": [-0.260, 0.203, 0.191, 0.194, -0.529, 0.827, -0.596, -0.135, -0.636, 0.797, -0.652, -0.643, 0.112, -0.233, -0.197, -0.217, -0.015, 0.031, -0.659, 0.219, 0.235, 0.219, -0.634, 0.220, 0.219, 0.219, 0.210, 0.216, 0.216, 0.415, 0.408, 0.208, -0.409, -0.528, 0.228, 0.226, 0.181, -0.738, 0.210, 0.215, 0.231, 0.210, 0.220], "smiles": "COC(=O)[C@H](CCSC)NC(=O)Nc1cccc(C)c1C", "total_charge": 0, "e_homo_ev": -8.6}



## two
{"formula": "C15H22N2O3S", "method": "wB97M-V/def2-TZVPD", "elements": ["C", "H", "H", "H", "O", "C", "O", "C", "N", "C", "O", "N", "C", "C", "C", "C", "C", "C", "H", "C", "H", "H", "H", "C", "H", "H", "H", "H", "H", "H", "H", "H", "C", "C", "H", "H", "S", "C", "H", "H", "H", "H", "H"], "positions_angstrom": [[3.627, 2.979, 2.143], [3.122, 3.938, 2.226], [4.231, 2.938, 1.235], [4.270, 2.802, 3.008], [2.604, 1.995, 2.077], [3.022, 0.729, 2.071], [4.148, 0.378, 2.292], [1.834, -0.227, 1.890], [1.022, 0.249, 0.792], [1.657, 0.619, -0.355], [2.862, 0.793, -0.420], [0.866, 0.790, -1.463], [-0.520, 0.639, -1.595], [-1.031, 0.036, -2.739], [-2.396, -0.121, -2.882], [-3.282, 0.312, -1.905], [-2.772, 0.943, -0.766], [-1.403, 1.106, -0.627], [-1.016, 1.631, 0.233], [-3.694, 1.452, 0.299], [-4.272, 0.633, 0.725], [-3.133, 1.932, 1.097], [-4.397, 2.173, -0.115], [-4.757, 0.120, -2.079], [-5.166, -0.465, -1.256], [-5.271, 1.081, -2.089], [-4.971, -0.395, -3.011], [-2.782, -0.595, -3.773], [-0.359, -0.308, -3.512], [1.392, 0.923, -2.316], [0.108, -0.179, 0.706], [1.224, -0.170, 2.800], [2.349, -1.657, 1.684], [1.278, -2.724, 1.837], [0.815, -2.670, 2.822], [1.707, -3.717, 1.702], [-0.132, -2.595, 0.675], [0.706, -2.909, -0.902], [1.184, -3.884, -0.867], [-0.064, -2.895, -1.666], [1.437, -2.130, -1.099], [2.819, -1.711, 0.700], [3.132, -1.843, 2.422]], "nbo_charge": [-0.261, 0.191, 0.200, 0.193, -0.511, 0.828, -0.601, -0.139, -0.664, 0.793, -0.661, -0.651, 0.217, -0.260, -0.190, -0.033, 0.008, -0.269, 0.224, -0.631, 0.220, 0.218, 0.219, -0.628, 0.217, 0.217, 0.217, 0.210, 0.210, 0.412, 0.427, 0.222, -0.432, -0.512, 0.221, 0.220, 0.167, -0.742, 0.218, 0.236, 0.215, 0.223, 0.242], "smiles": "COC(=O)[C@H](CCSC)NC(=O)Nc1ccc(C)c(C)c1", "total_charge": 0, "e_homo_ev": -8.3}



Result of the stability comparison: two is the most stable of them.